No. 1
10 unconnected molecules or ions with the total composition H20O10 in a non-equilibrium geometry. Source: OMol25; level of theory: the ωB97M-V functional and the def2-TZVPD basis.

Computed properties:
- net charge = 0
- LUMO (eV) = -0.62
- E_HOMO (eV) = -10.1

Structure (XYZ):
```
30
Properties=species:S:1:pos:R:3:forces:R:3:nbo_charge:R:1
H 0.3381 1.1208 0.0248 0.93 0.97 -1.31 0.439
H 0.3435 2.3668 -0.9533 0.10 -0.39 0.04 0.473
H -2.0459 -1.4649 -1.0460 -0.36 -0.04 -0.64 0.465
H -0.8743 -2.2157 -1.6391 -2.01 1.71 -1.15 0.450
H 1.0394 -1.6548 -0.3518 -1.43 1.89 0.31 0.462
H -0.2225 -0.6166 -0.3816 -0.25 -0.52 -1.01 0.498
H -3.3177 -1.9243 2.2565 -0.27 -0.34 0.13 0.471
H -2.3918 -0.8293 1.7054 -3.13 -0.31 1.04 0.453
H -0.1205 4.0628 1.2526 -0.01 -1.16 -1.08 0.488
H -0.4096 2.6082 0.8807 -1.43 -2.69 1.47 0.471
H -4.1185 2.6053 -1.6872 -0.01 -0.46 -0.33 0.464
H -4.0782 2.0756 -0.3454 0.05 0.44 2.73 0.456
H -0.4751 -2.9812 0.8796 -0.41 -0.09 0.29 0.463
H -0.2733 -3.7949 -0.3715 -2.24 0.03 1.76 0.462
H 2.9623 -0.6901 0.8800 -0.01 0.18 0.33 0.478
H 2.2057 -1.6410 1.7591 -1.88 -1.00 0.18 0.453
H 1.7900 3.4736 0.1372 0.77 -0.46 0.21 0.480
H 3.3583 3.1779 0.4484 -2.16 -0.54 -0.52 0.460
H 3.6353 -2.2822 -1.1401 -0.07 0.22 0.02 0.468
H 2.5882 -1.1892 -1.3664 -1.89 1.47 1.02 0.464
O 0.7346 1.4996 -0.7977 -1.48 -0.86 -0.43 -0.912
O -1.5945 -1.5298 -1.9086 1.94 -1.71 1.64 -0.910
O 0.6962 -0.7267 -0.1426 1.76 -3.05 0.83 -0.970
O -3.3746 -0.9935 2.0314 3.43 0.64 -1.17 -0.924
O -0.0216 3.3584 0.5528 0.33 5.30 0.57 -0.947
O -4.1198 1.7624 -1.2087 -0.04 0.00 -2.36 -0.920
O -1.0049 -3.5824 0.3316 2.76 -0.07 -1.90 -0.921
O 2.9874 -1.1485 1.7319 1.96 0.98 -0.40 -0.930
O 2.4582 2.7687 0.2208 3.02 1.36 0.82 -0.954
O 3.3055 -1.6150 -1.7530 2.01 -1.50 -1.11 -0.930
```
Positions in Å, forces in eV/Å.

No. 2
2 unconnected molecules or ions with the total composition C5H15N2O in a non-equilibrium geometry. Source: OMol25; level of theory: the ωB97M-V functional and the def2-TZVPD basis.

Computed properties:
- net charge = +1
- LUMO (eV) = -3.42
- E_HOMO (eV) = -14.4

Structure (XYZ):
```
23
Properties=species:S:1:pos:R:3:forces:R:3:nbo_charge:R:1
C 1.3507 -1.4949 1.3050 -0.91 -0.62 -0.71 -0.625
C 0.0408 -0.7998 1.8047 0.79 -1.17 0.96 -0.438
C -0.6166 0.3423 1.1074 -0.75 1.03 -0.72 -0.416
C -1.5833 0.0500 -0.0797 0.45 0.63 0.54 -0.237
N -1.0339 -0.8588 -1.1053 0.69 -1.02 1.52 -0.504
C 0.1725 -0.7892 -1.6369 -0.92 1.14 -1.60 0.397
N 0.7767 0.3432 -1.9628 0.22 -0.78 0.78 -0.732
H 2.1105 -1.2574 2.0452 0.41 -0.30 -0.55 0.235
H 1.1864 -2.5736 1.2198 0.07 -0.09 0.88 0.222
H 1.6939 -1.3807 0.2653 0.05 1.10 0.37 0.188
H -0.7069 -1.5436 2.0768 -0.24 -0.34 -0.51 0.211
H 0.3352 -0.5232 2.8207 -0.21 0.69 -0.15 0.236
H 0.0682 1.1139 0.7610 0.40 -0.08 0.12 0.206
H -1.2525 0.8696 1.8354 0.11 -0.12 -0.19 0.241
H -2.4909 -0.4062 0.3380 0.18 0.10 -0.58 0.232
H -1.7979 1.0045 -0.5690 -0.31 -0.17 0.15 0.224
H -1.3741 -1.7987 -0.9596 0.20 -0.18 -0.22 0.421
H 0.5975 -1.6858 -2.0769 -0.26 -0.06 0.04 0.228
H 0.6459 1.2418 -1.4811 -0.51 -0.22 -0.58 0.455
H 1.4611 0.2599 -2.6975 0.38 0.23 0.32 0.427
H -0.5535 3.6267 -1.1361 -0.25 -0.04 -0.13 0.507
H 0.8834 3.3480 -0.7919 0.53 0.32 0.22 0.491
O 0.0868 2.9119 -1.0823 -0.12 -0.05 0.03 -0.968
```
Positions in Å, forces in eV/Å.

No. 3
9 unconnected molecules or ions with the total composition C3H23N4O9 in a non-equilibrium geometry. Source: OMol25; level of theory: the ωB97M-V functional and the def2-TZVPD basis.

Computed properties:
- net charge = -1
- LUMO (eV) = 2.48
- E_HOMO (eV) = -5.9

Structure (XYZ):
```
39
Properties=species:S:1:pos:R:3:forces:R:3:nbo_charge:R:1
C 0.6434 -0.6025 0.5933 -1.11 -0.17 -0.24 -0.196
O 0.4377 -0.5001 -0.7391 0.39 -0.10 -1.63 -1.027
H 1.4606 -1.2588 0.8924 0.59 -0.10 0.20 0.123
H 0.7647 0.3710 1.0685 0.26 0.41 0.53 0.094
H -0.2717 -1.0425 0.9897 -0.28 -0.20 1.09 0.109
C 0.0170 3.6608 2.9302 -2.39 2.87 2.25 0.741
O -0.4353 4.5885 3.5786 -0.44 0.46 0.53 -0.675
N 1.2417 3.5286 2.5527 5.44 0.10 -1.99 -0.810
N -0.6512 2.6605 2.4493 -3.94 -3.65 -1.62 -0.830
H 1.8892 4.2924 2.6844 -0.21 -0.06 0.19 0.393
H 1.1544 3.2261 1.5930 1.27 -0.06 -0.04 0.373
H -1.6394 2.6972 2.2441 0.19 0.12 0.63 0.401
H -0.2013 1.8199 2.1161 -0.05 0.20 0.11 0.399
C -2.5813 -2.7286 -1.7800 -1.38 -3.19 0.10 0.732
O -3.5147 -3.1139 -2.4040 -3.66 -1.07 -2.46 -0.712
N -2.0130 -1.6359 -1.7920 1.76 8.45 -2.18 -0.816
N -1.9486 -3.4477 -0.9251 1.61 -4.88 4.06 -0.833
H -1.2090 -1.4940 -1.1974 0.35 1.27 -0.67 0.416
H -2.3305 -1.0192 -2.5261 0.69 0.61 0.41 0.407
H -2.3684 -4.3405 -0.7089 0.75 0.10 0.30 0.389
H -1.1174 -3.0370 -0.5245 -0.09 -1.28 0.34 0.385
O -1.3087 1.2815 -1.9657 -0.66 0.90 -0.73 -0.982
H -1.8315 1.5669 -1.2164 -0.10 0.00 0.13 0.454
H -0.7477 0.5888 -1.6170 0.92 -0.69 0.77 0.502
O 2.6103 1.3093 -1.4911 0.74 0.66 -0.15 -0.961
H 2.2077 2.1343 -1.2199 -0.18 0.21 -0.21 0.443
H 1.8993 0.6699 -1.4485 -0.87 -0.89 0.24 0.503
O 3.4343 1.2168 1.3381 0.48 0.21 0.46 -0.930
H 3.0224 0.5153 1.8427 -0.14 -0.16 0.07 0.465
H 2.7095 1.6361 0.8742 0.00 -0.22 -0.36 0.463
O 1.0925 -1.4046 -3.5344 0.04 -0.12 -0.71 -0.945
H 1.3088 -0.6342 -4.0597 0.03 0.22 -0.09 0.454
H 0.6497 -1.0520 -2.7625 -0.03 0.07 0.65 0.486
O 1.6205 -3.0261 -1.3904 0.20 -1.01 0.08 -0.949
H 2.1956 -3.4294 -0.7401 0.17 -0.15 0.11 0.447
H 1.2554 -2.2608 -0.9461 -0.32 1.08 -0.13 0.486
O -2.3190 -0.2710 2.5910 0.00 0.30 0.21 -0.943
H -3.2107 -0.3478 2.2517 -0.24 -0.03 -0.12 0.469
H -1.9153 -1.1173 2.3987 0.20 -0.20 -0.13 0.474
```
Positions in Å, forces in eV/Å.

No. 4
2 unconnected molecules or ions with the total composition C3H9NO3 in a non-equilibrium geometry. Source: OMol25; level of theory: the ωB97M-V functional and the def2-TZVPD basis.

Computed properties:
- net charge = 0
- LUMO (eV) = 0.71
- E_HOMO (eV) = -10.3

Structure (XYZ):
```
16
Properties=species:S:1:pos:R:3:forces:R:3:nbo_charge:R:1
C -0.6402 1.5191 0.1443 -1.07 -0.72 -0.98 -0.224
N 0.5253 1.0962 0.9337 -0.47 0.91 -0.38 -0.627
C 0.6416 -0.2077 1.2205 -1.52 -0.06 2.16 0.888
O 1.3092 -0.4170 2.4113 0.09 -0.60 -1.35 -0.691
O -0.0060 -1.1132 0.7291 0.65 0.06 -0.37 -0.687
C -0.4292 1.0992 -1.3166 0.08 0.95 -0.35 -0.622
H -0.8848 2.5857 0.2466 0.76 -0.22 0.10 0.206
H -1.5761 1.0132 0.4557 0.62 -0.04 0.43 0.195
H 0.8670 1.7399 1.6272 0.14 -0.13 0.03 0.409
H 1.1831 -1.3827 2.4634 0.40 0.25 0.53 0.497
H -1.3399 1.1657 -1.9510 0.52 0.41 0.52 0.213
H 0.3965 1.7281 -1.7196 -0.58 -0.60 -0.12 0.201
H -0.1718 0.0521 -1.3396 0.35 -0.23 -0.05 0.245
H -0.0059 -3.6134 -1.7280 0.09 0.29 -0.20 0.459
H -0.0141 -2.5937 -0.6115 0.10 0.43 -0.22 0.490
O 0.1455 -2.6714 -1.5654 -0.17 -0.69 0.27 -0.952
```
Positions in Å, forces in eV/Å.

No. 5
2 unconnected molecules or ions with the total composition C4H6N2O. Source: OMol25; level of theory: the ωB97M-V functional and the def2-TZVPD basis.

Computed properties:
- net charge = 0
- LUMO (spin up / spin down) (eV) = -1.56 / -1.26
- E_HOMO (spin up / spin down) (eV) = -8.2 / -8.3

Structure (XYZ):
```
13
Properties=species:S:1:pos:R:3:forces:R:3:nbo_charge:R:1
C 0.2883 -1.0575 1.7442 0.13 0.11 -0.04 0.186
O 0.8315 -1.0078 0.6051 -0.01 0.03 0.17 -0.297
C 0.5678 0.0163 -0.2654 -0.08 0.10 -0.06 0.262
C 1.2069 0.2691 -1.4805 0.06 -0.09 0.00 -0.077
N 0.5629 1.2945 -2.0462 -0.05 -0.08 0.15 -0.474
C -0.4228 1.5966 -1.1593 -0.06 0.19 -0.02 0.165
N -0.4598 0.8690 -0.0468 0.25 0.04 -0.15 -0.566
H 0.4042 -1.9885 2.2875 0.16 0.15 -0.04 0.191
H -1.8705 -1.3012 0.9532 -0.23 -0.06 -0.10 -0.059
H -0.2500 -0.1896 2.1114 0.00 -0.13 -0.04 0.214
H 2.0739 -0.2106 -1.9186 -0.19 0.02 0.06 0.208
H -1.1605 2.3658 -1.3597 0.19 -0.06 0.04 0.184
H -1.7718 -0.6562 0.5750 -0.18 -0.21 0.05 0.063
```
Positions in Å, forces in eV/Å.

No. 6
A molecular structure, C24H26N5S4Tl in a non-equilibrium geometry. Source: OMol25; level of theory: the ωB97M-V functional and the def2-TZVPD basis.

Computed properties:
- net charge = -2
- LUMO (spin up / spin down) (eV) = 4.52 / 4.56
- E_HOMO (spin up / spin down) (eV) = -0.2 / -0.2

Structure (XYZ):
```
60
Properties=species:S:1:pos:R:3:forces:R:3:nbo_charge:R:1
Tl -1.0710 0.1719 0.3552 -0.15 0.24 0.35 0.837
C 2.5444 -1.5313 1.5767 0.15 0.03 0.22 -0.420
N 1.9983 -0.5290 0.6874 0.20 -0.12 -0.24 -0.462
C 2.2931 -0.7616 -0.7077 0.07 0.03 -0.28 -0.256
C 1.5372 -1.9422 -1.3682 0.38 0.38 0.11 -0.213
N 0.1111 -2.0353 -1.0994 -0.11 -0.18 -0.10 -0.480
C -0.2306 -3.0552 -0.1323 0.03 -0.04 -0.01 -0.416
C -0.7633 -1.8952 -2.2116 -0.15 0.09 -0.26 0.199
C -1.5665 -2.9395 -2.6520 -0.07 -0.19 0.09 -0.263
C -2.4985 -2.7705 -3.6656 -0.05 -0.26 -0.04 -0.257
C -2.6181 -1.5410 -4.2888 -0.15 -0.05 -0.14 -0.230
C -1.8125 -0.4984 -3.8853 -0.11 -0.16 -0.05 -0.222
C -0.8965 -0.6381 -2.8423 0.22 0.15 -0.03 -0.203
S -0.0282 0.7772 -2.3415 0.06 0.51 0.12 -0.385
C 2.0799 0.7973 1.1769 0.50 -0.06 -0.08 0.273
C 2.9204 1.6734 0.5635 -0.10 -0.87 -0.20 -0.339
C 3.2724 3.0841 0.5166 0.27 0.70 0.00 -0.221
C 2.8276 4.2960 0.8962 0.16 0.32 0.10 -0.156
C 1.2975 3.5240 2.5522 -0.06 0.04 0.05 -0.325
C 1.2291 1.1062 2.3951 -0.29 -0.30 0.49 -0.428
S 0.0461 -0.1729 2.9185 -0.59 0.05 -0.18 -0.429
H 2.3159 -2.5297 1.2060 -0.06 -0.05 -0.01 0.185
H 2.0921 -1.4136 2.5606 0.10 -0.13 -0.04 0.246
H 3.6426 -1.4480 1.6632 0.05 0.05 -0.11 0.146
H 3.3722 -0.9570 -0.8813 -0.02 0.05 0.04 0.143
H 2.0004 0.1345 -1.2571 0.17 -0.24 0.12 0.274
H 2.0266 -2.8900 -1.0879 -0.16 -0.01 -0.04 0.162
H 1.6812 -1.8132 -2.4486 0.04 -0.01 0.17 0.215
H 0.1640 -4.0534 -0.4031 -0.09 0.06 0.00 0.149
H -1.3136 -3.1096 -0.0387 -0.03 -0.02 0.06 0.223
H 0.1745 -2.7758 0.8404 0.02 0.01 0.06 0.221
H -1.5007 -3.9029 -2.1641 0.03 -0.07 0.03 0.193
H -3.1430 -3.5965 -3.9472 0.03 0.00 0.01 0.187
H -3.3646 -1.3818 -5.0596 0.02 -0.03 -0.01 0.191
H -1.9032 0.4806 -4.3337 -0.05 0.05 0.00 0.212
H 3.5347 1.1742 -0.1814 -0.10 -0.07 -0.01 0.194
H 4.1813 3.1799 -0.0827 -0.15 0.05 -0.04 0.183
H 3.4104 5.1403 0.5305 0.15 -0.02 -0.11 0.169
H 2.0113 3.3397 3.3516 0.05 -0.16 -0.12 0.182
C -6.7249 -1.0826 -1.0487 0.31 0.47 -0.04 -0.755
S -5.9620 0.4740 -1.6026 -0.23 -0.12 -0.14 0.182
C -4.4196 0.4786 -0.6777 0.05 -0.24 0.05 -0.084
S -3.7590 -1.0100 -0.1918 0.53 -0.23 0.43 -0.336
N -3.9675 1.6760 -0.5662 -0.61 1.03 -0.57 -0.387
N -2.8403 1.9220 0.1186 0.68 -0.39 0.42 -0.328
C -2.2157 3.0514 -0.1223 -0.56 -0.14 -0.20 0.036
C -0.9987 3.3695 0.5273 0.19 0.00 0.05 0.086
C -0.4742 4.6963 0.2972 -0.14 0.11 -0.05 -0.219
C 0.5993 5.2962 0.8251 0.11 0.22 0.07 -0.190
C 1.6441 4.7224 1.7403 0.00 -0.21 0.07 -0.330
C 0.6372 2.4524 2.0477 -0.08 0.30 0.93 0.206
N -0.4444 2.4025 1.2531 0.03 -0.39 -0.43 -0.573
H -7.5360 -1.3163 -1.7314 -0.11 0.02 -0.12 0.198
H -5.9616 -1.8553 -1.0675 -0.10 -0.11 -0.01 0.250
H -7.1045 -0.9538 -0.0385 -0.06 -0.14 0.09 0.201
H -2.6019 3.7359 -0.8776 -0.12 -0.01 0.07 0.172
H -1.0868 5.2938 -0.3733 0.03 0.00 -0.03 0.193
H 0.8001 6.3229 0.5288 -0.09 0.02 -0.08 0.177
H 1.9890 5.5366 2.4043 -0.03 -0.14 -0.18 0.189
H 1.8859 1.2209 3.2675 0.00 0.20 -0.26 0.233
```
Positions in Å, forces in eV/Å.